Entry 1:
78
Properties=species:S:1:pos:R:3 method="wB97M-V/def2-TZVPD" gap_ev="6.2 / 6.5" spin_multiplicity=4 homo_ev="-6.5 / -6.9" de_lowest_kcal_mol=0.00
V -0.70 0.34 -0.47
C -2.21 5.44 -2.75
C -3.12 4.95 -1.62
N -2.38 4.49 -0.46
C -1.81 3.27 -0.32
S -2.13 2.06 -1.51
N -1.05 3.17 0.77
N -0.46 1.96 0.91
C 0.28 1.77 1.95
C 0.51 2.77 3.03
C 0.95 0.46 2.01
C 1.77 0.10 3.08
C 2.39 -1.14 3.09
C 2.17 -2.01 2.03
C 1.34 -1.59 1.00
N 0.75 -0.39 0.99
H -2.81 5.79 -3.59
H -1.58 4.62 -3.10
H -1.57 6.25 -2.41
H -3.75 4.14 -1.97
H -3.77 5.76 -1.29
H -2.11 5.16 0.24
H -0.05 3.67 2.81
H 1.57 3.02 3.11
H 0.18 2.38 3.99
H 1.93 0.79 3.90
H 3.02 -1.43 3.91
H 2.62 -2.99 1.99
H 1.12 -2.24 0.16
S -2.40 -0.87 0.88
C -1.84 -2.40 0.27
N -1.98 -3.57 0.86
N -2.51 -3.53 2.07
C -2.68 -4.69 2.82
C -2.38 -5.95 2.30
C -2.57 -7.07 3.10
C -3.04 -6.96 4.40
C -3.33 -5.70 4.90
C -3.15 -4.57 4.12
N -1.27 -2.56 -0.99
N -0.92 -1.48 -1.55
C -0.44 -1.67 -2.88
C -0.73 -0.68 -3.81
C -0.26 -0.79 -5.11
C 0.51 -1.89 -5.48
C 0.78 -2.89 -4.55
C 0.30 -2.78 -3.25
H -2.72 -2.62 2.46
H -2.02 -6.03 1.29
H -2.34 -8.05 2.69
H -3.18 -7.84 5.01
H -3.71 -5.59 5.91
H -3.39 -3.59 4.52
H -1.32 0.18 -3.51
H -0.49 -0.03 -5.84
H 0.88 -1.98 -6.49
H 1.37 -3.75 -4.83
H 0.50 -3.55 -2.52
C 1.26 2.39 -3.03
P 1.42 1.20 -1.66
C 2.61 -0.01 -2.34
C 2.45 2.12 -0.46
C 2.07 3.39 -0.04
C 2.76 4.04 0.97
C 3.84 3.43 1.58
C 4.22 2.15 1.18
C 3.53 1.50 0.17
H 2.24 2.79 -3.32
H 0.60 3.20 -2.74
H 0.81 1.88 -3.88
H 3.56 0.47 -2.58
H 2.19 -0.44 -3.24
H 2.78 -0.82 -1.63
H 1.20 3.87 -0.48
H 2.45 5.03 1.28
H 4.38 3.93 2.37
H 5.06 1.66 1.66
H 3.83 0.50 -0.11

=====

Entry 2:
77
Properties=species:S:1:pos:R:3 method="wB97M-V/def2-TZVPD" gap_ev=6.1 total_charge=+3 homo_ev=-15.7
Zr 0.55 -0.24 1.09
C 2.34 2.23 -5.36
C 1.95 1.41 -4.16
C 1.85 0.02 -4.23
C 1.54 -0.74 -3.12
C 1.30 -0.15 -1.88
N 0.96 -0.90 -0.75
C 0.56 -2.25 -0.82
C -0.49 -2.71 -1.63
C -0.82 -4.04 -1.68
C -0.14 -5.00 -0.91
C -0.51 -6.44 -0.97
C 0.87 -4.55 -0.07
C 1.22 -3.21 -0.02
N 2.32 -2.79 0.76
C 3.55 -3.33 0.80
C 4.38 -2.47 1.49
C 3.56 -1.39 1.83
N 2.31 -1.59 1.40
C 1.43 1.25 -1.79
C 1.77 2.00 -2.92
N 1.32 1.94 -0.53
C 1.08 3.26 -0.37
C 1.41 3.60 0.93
C 1.84 2.43 1.53
N 1.79 1.41 0.64
H 1.94 1.79 -6.27
H 3.42 2.25 -5.46
H 1.99 3.25 -5.27
H 2.03 -0.48 -5.18
H 1.50 -1.82 -3.20
H -1.00 -2.00 -2.27
H -1.61 -4.36 -2.34
H -1.02 -6.68 -1.90
H -1.18 -6.70 -0.15
H 0.37 -7.08 -0.88
H 1.41 -5.26 0.55
H 3.76 -4.28 0.34
H 5.43 -2.59 1.69
H 3.83 -0.51 2.38
H 1.92 3.06 -2.82
H 0.70 3.87 -1.16
H 1.36 4.58 1.38
H 2.23 2.26 2.52
C -3.50 -0.51 -0.28
As -1.77 0.40 -0.35
C -1.75 0.74 -2.29
C -2.26 2.21 0.25
C -2.97 3.06 -0.59
C -3.25 4.36 -0.19
C -2.82 4.82 1.04
C -2.14 3.96 1.90
C -1.86 2.66 1.51
As -1.07 1.35 2.74
C -0.73 2.42 4.34
C -2.76 0.55 3.37
H -4.24 0.12 -0.77
H -3.83 -0.70 0.74
H -3.43 -1.46 -0.81
H -2.78 0.71 -2.66
H -1.17 -0.01 -2.83
H -1.32 1.71 -2.50
H -3.31 2.71 -1.55
H -3.80 5.02 -0.85
H -3.03 5.83 1.35
H -1.83 4.32 2.87
H 0.07 3.14 4.21
H -0.47 1.76 5.16
H -1.65 2.94 4.60
H -3.53 1.31 3.32
H -2.64 0.24 4.40
H -3.06 -0.31 2.77
Br 1.37 -0.55 4.16
C 0.41 -2.22 4.12
Br -0.73 -2.30 2.52
H -0.23 -2.29 4.99
H 1.11 -3.04 4.07

=====

Entry 3:
101
Properties=species:S:1:pos:R:3 method="wB97M-V/def2-TZVPD" smiles="CC[C@@H](F)[C@@](CCOCC(F)(F)C(F)(F)C(F)(F)C(F)F)(COC(C)=O)O[C@H]([C@](Cl)(CB(O)O)OC[PH2]=N)S(=O)(=O)C(F)(F)F.O=C1C=C(O)C(=O)C=C1O.O=C1C=C(O)C(=O)C=C1O" gap_ev=7.3 homo_ev=-9.0
C -3.01 -3.37 2.98
C -2.02 -2.21 2.89
C -1.38 -2.04 1.50
F -2.22 -2.62 0.55
C -1.08 -0.58 1.09
C -0.32 0.07 2.26
C 0.80 1.06 1.94
O 2.00 0.30 1.78
C 3.20 0.98 1.95
C 3.81 1.44 0.62
F 3.51 0.56 -0.35
F 5.16 1.46 0.75
C 3.38 2.85 0.11
F 2.20 2.72 -0.51
F 3.21 3.66 1.17
C 4.35 3.54 -0.88
F 3.69 4.59 -1.39
F 5.42 4.01 -0.22
C 4.81 2.63 -2.04
F 5.88 3.19 -2.63
F 3.81 2.55 -2.93
C -0.18 -0.56 -0.15
O -0.79 -1.23 -1.26
C -0.05 -2.17 -1.88
C -0.34 -2.24 -3.34
O 0.75 -2.85 -1.29
O -2.31 0.05 0.67
C -3.03 0.93 1.43
C -4.50 0.81 0.99
Cl -5.44 2.03 2.00
C -5.04 -0.58 1.30
B -5.67 -0.75 2.74
O -4.92 -0.63 3.91
O -6.98 -1.11 2.81
O -4.54 1.13 -0.35
C -5.79 1.46 -0.92
P -5.67 1.19 -2.75
N -4.25 1.00 -3.35
S -2.18 2.61 1.22
O -1.35 2.51 0.06
O -1.61 2.92 2.51
C -3.25 4.12 0.86
F -2.39 5.05 0.49
F -4.13 3.91 -0.11
F -3.88 4.54 1.95
H -2.54 -4.29 2.63
H -3.33 -3.51 4.01
H -3.89 -3.21 2.36
H -1.20 -2.43 3.59
H -2.47 -1.28 3.25
H -0.43 -2.57 1.46
H -0.98 0.52 3.00
H 0.18 -0.75 2.79
H 0.91 1.77 2.77
H 0.59 1.65 1.04
H 3.13 1.83 2.64
H 3.93 0.28 2.35
H 5.08 1.63 -1.72
H -0.03 0.47 -0.47
H 0.77 -1.02 0.09
H 0.21 -1.45 -3.86
H -0.04 -3.22 -3.72
H -1.41 -2.09 -3.52
H -2.99 0.75 2.51
H -5.81 -0.82 0.57
H -4.22 -1.28 1.12
H -4.74 0.27 4.20
H -7.36 -0.91 3.68
H -6.59 0.80 -0.55
H -6.07 2.50 -0.71
H -6.37 2.32 -3.21
H -6.58 0.13 -2.95
H -4.11 0.10 -3.79
O 1.49 -0.56 -5.52
C 1.88 0.24 -6.36
C 1.05 1.20 -7.04
C 1.61 2.00 -7.95
O 0.96 2.92 -8.64
C 3.09 1.94 -8.29
O 3.48 2.72 -9.15
C 3.93 0.99 -7.59
C 3.36 0.19 -6.68
O 4.03 -0.72 -5.98
H 0.00 1.24 -6.79
H 1.62 3.35 -9.22
H 4.98 0.96 -7.83
H 3.36 -1.15 -5.41
O 1.29 -2.88 4.45
C 2.49 -3.09 4.57
C 3.53 -2.22 4.07
C 4.81 -2.56 4.24
O 5.83 -1.84 3.82
C 5.21 -3.84 4.96
O 6.40 -4.05 5.05
C 4.17 -4.70 5.48
C 2.89 -4.35 5.30
O 1.86 -5.06 5.73
H 3.22 -1.32 3.55
H 6.64 -2.34 4.08
H 4.46 -5.60 6.00
H 1.06 -4.58 5.45

=====

Entry 4:
73
Properties=species:S:1:pos:R:3 method="wB97M-V/def2-TZVPD" gap_ev="2.3 / 2.3" total_charge=-2 homo_ev="1.6 / 1.6" de_lowest_kcal_mol=25.71
Ba -1.64 0.57 1.39
N -1.57 -1.83 2.15
N 0.14 -2.46 -0.46
C 1.28 2.12 0.14
C 2.16 1.07 0.51
C 2.06 0.88 1.90
C 2.77 -0.12 2.73
H 3.65 -0.50 2.19
H 2.13 -0.98 2.98
H 3.11 0.33 3.67
C 1.11 1.82 2.40
C 0.63 1.85 3.76
H 0.02 2.72 4.02
H 1.40 1.64 4.51
H -0.16 0.73 3.89
C 0.61 2.58 1.30
C -0.49 3.59 1.37
H -1.45 3.23 1.83
H -0.73 3.99 0.37
H -0.19 4.45 2.00
C 3.05 0.30 -0.40
H 3.95 -0.03 0.13
H 3.36 0.92 -1.26
H 2.56 -0.60 -0.79
C 1.08 2.64 -1.23
H 0.28 2.07 -1.73
H 1.97 2.54 -1.85
H 0.77 3.70 -1.23
C -2.86 -1.88 2.71
H -3.15 -1.06 3.36
C -3.60 -3.03 2.74
H -4.49 -3.06 3.36
C -3.22 -4.14 1.98
H -3.85 -5.03 1.93
C -2.02 -4.08 1.30
H -1.70 -4.90 0.63
C -1.09 -3.04 1.49
C 0.14 -3.09 0.76
H 0.97 -3.76 1.03
C -0.50 -1.22 -0.77
C 0.55 -3.11 -1.63
H 0.99 -4.09 -1.62
C 0.12 -2.38 -2.66
H 0.13 -2.61 -3.71
N -0.31 -1.15 -2.15
C -0.33 0.01 -2.99
C 0.77 0.24 -3.85
C 0.77 1.38 -4.67
H 1.63 1.54 -5.33
C -0.26 2.31 -4.63
C -0.20 3.52 -5.53
H -0.18 4.45 -4.94
H -1.07 3.58 -6.20
H 0.70 3.49 -6.15
C -1.34 2.07 -3.77
H -2.16 2.80 -3.72
C -1.40 0.93 -2.95
C -2.58 0.75 -2.05
H -2.85 -0.30 -1.86
H -3.44 1.23 -2.53
H -2.47 1.30 -1.09
C 2.00 -0.60 -3.88
H 1.82 -1.66 -4.10
H 2.59 -0.53 -2.95
H 2.64 -0.21 -4.68
S -0.77 -0.69 5.66
C 0.19 -2.03 5.18
C 0.18 -2.25 3.84
N -0.54 -1.29 3.11
C -0.99 -0.19 3.99
H 0.67 -2.66 5.92
H 0.64 -3.07 3.30
H -2.00 0.25 3.85